No. 1
{
  "formula": "C27H36AuN5O5SSi2",
  "method": "wB97M-V/def2-TZVPD",
  "symbols": ["Au", "C", "Si", "C", "C", "C", "C", "C", "C", "C", "Si", "C", "C", "H", "H", "H", "H", "H", "H", "H", "H", "H", "H", "H", "H", "H", "H", "H", "H", "O", "C", "C", "C", "C", "C", "C", "C", "N", "C", "C", "N", "H", "H", "H", "H", "H", "H", "H", "C", "C", "S", "O", "O", "C", "C", "N", "C", "N", "C", "C", "N", "O", "O", "C", "H", "H", "H", "H", "H", "H", "H", "H", "H", "H", "H", "H", "H"],
  "xyz": [[0.090, -0.292, -1.146], [1.579, -2.245, 2.472], [2.749, -2.330, 0.992], [3.133, -4.206, 0.908], [4.518, -1.659, 0.586], [5.908, -1.914, 1.045], [6.998, -1.359, 0.506], [7.041, -0.468, -0.658], [6.012, -0.029, -1.391], [4.571, -0.327, -1.145], [3.092, 0.433, -2.051], [2.958, 2.276, -1.976], [2.894, -0.273, -3.764], [1.985, -2.790, 3.329], [0.640, -2.743, 2.208], [1.364, -1.220, 2.763], [3.637, -4.544, 1.819], [3.769, -4.477, 0.061], [2.212, -4.790, 0.822], [6.031, -2.584, 1.888], [7.958, -1.597, 0.949], [8.031, -0.150, -0.963], [6.235, 0.601, -2.245], [3.745, 2.734, -2.580], [3.033, 2.643, -0.954], [1.987, 2.594, -2.354], [3.563, 0.231, -4.465], [1.871, -0.121, -4.111], [3.106, -1.342, -3.794], [0.546, 1.952, -0.165], [1.302, 2.071, 0.875], [1.186, 3.215, 1.713], [1.934, 3.387, 2.856], [2.852, 2.416, 3.249], [3.000, 1.301, 2.445], [2.296, 1.114, 1.249], [2.627, -0.165, 0.543], [2.123, -0.486, -0.834], [2.624, -1.897, -0.897], [4.196, -1.821, -0.944], [4.196, -0.199, 0.333], [0.468, 3.966, 1.409], [1.797, 4.280, 3.455], [3.428, 2.515, 4.159], [3.673, 0.514, 2.785], [2.202, -2.467, -1.721], [4.690, -2.590, -1.530], [4.676, 0.521, 0.871], [-9.234, 0.930, 2.502], [-8.034, 0.204, 1.908], [-7.238, 1.258, 0.709], [-8.202, 1.651, -0.284], [-6.485, 2.270, 1.406], [-6.053, 0.175, -0.083], [-5.294, 0.997, -1.121], [-4.057, 0.333, -1.523], [-2.842, 0.596, -1.000], [-1.930, -0.207, -1.546], [-2.560, -1.016, -2.440], [-3.881, -0.694, -2.436], [-4.915, -1.309, -3.198], [-6.074, -1.009, -2.949], [-4.570, -2.154, -4.000], [-2.559, 1.610, 0.048], [-9.717, 0.291, 3.239], [-9.955, 1.177, 1.725], [-8.922, 1.850, 2.995], [-8.323, -0.709, 1.386], [-7.281, -0.030, 2.660], [-6.593, -0.650, -0.545], [-5.383, -0.197, 0.693], [-5.019, 1.959, -0.694], [-5.911, 1.165, -1.997], [-2.050, -1.763, -3.018], [-3.084, 2.544, -0.147], [-1.478, 1.801, 0.081], [-2.881, 1.243, 1.024]],
  "mulliken_charge": [0.510, -1.414, 0.582, -1.446, 1.026, -1.193, -0.481, -0.497, -1.318, 1.383, -0.008, -1.082, -1.186, 0.368, 0.375, 0.355, 0.360, 0.339, 0.393, 0.414, 0.394, 0.378, 0.389, 0.499, 0.339, 0.266, 0.363, 0.349, 0.342, -0.869, 0.843, -0.716, -0.613, -0.964, -1.253, 0.113, 0.743, 0.001, 0.010, -0.887, -0.326, 0.454, 0.366, 0.414, 0.279, 0.473, 0.274, 0.752, -1.243, -0.456, 1.229, -0.674, -0.662, -0.549, -1.414, 0.318, 1.086, -0.674, -0.610, 0.093, 1.039, -0.615, -0.615, -0.927, 0.376, 0.353, 0.345, 0.381, 0.375, 0.497, 0.469, 0.529, 0.293, 0.485, 0.405, -0.045, 0.320],
  "lumo_energy_ev": -1.0,
  "gap_ev": 5.20,
  "relative_energy_kcal_mol": 137.9
}



No. 2
{
  "formula": "H22O11",
  "method": "wB97M-V/def2-TZVPD",
  "symbols": ["O", "H", "H", "O", "H", "H", "O", "H", "H", "O", "H", "H", "O", "H", "H", "O", "H", "H", "O", "H", "H", "O", "H", "H", "O", "H", "H", "O", "H", "H", "O", "H", "H"],
  "xyz": [[-2.073, 0.024, 3.100], [-1.261, 0.209, 2.613], [-2.016, 0.578, 3.884], [1.699, -2.131, -0.570], [1.446, -3.052, -0.445], [2.079, -2.088, -1.454], [-0.200, -0.166, 0.420], [0.419, -0.910, 0.472], [-0.653, -0.304, -0.418], [-1.205, 1.862, -3.157], [-1.913, 1.968, -3.799], [-1.624, 1.392, -2.430], [0.783, -0.275, -2.749], [0.658, -0.714, -3.594], [0.104, 0.420, -2.756], [1.083, -2.148, 3.691], [0.581, -1.951, 4.486], [1.082, -1.320, 3.198], [-2.878, 0.910, -0.291], [-3.616, 0.879, 0.327], [-2.132, 1.216, 0.238], [1.133, 0.825, 2.760], [1.341, 1.735, 2.992], [0.874, 0.857, 1.829], [1.839, 1.899, -1.045], [1.028, 2.375, -0.848], [1.554, 1.095, -1.503], [3.815, -0.326, 0.517], [3.315, 0.495, 0.505], [3.147, -1.021, 0.488], [-2.693, -0.673, -2.516], [-2.956, -1.549, -2.220], [-2.760, -0.111, -1.726]],
  "mulliken_charge": [-0.645, 0.349, 0.298, -0.571, 0.257, 0.285, -0.389, 0.186, 0.230, -0.651, 0.326, 0.252, -0.613, 0.261, 0.312, -0.635, 0.316, 0.341, -0.622, 0.276, 0.290, -0.608, 0.293, 0.310, -0.598, 0.271, 0.427, -0.637, 0.308, 0.333, -0.568, 0.295, 0.322],
  "smiles": "O.O.O.O.O.O.O.O.O.O.O",
  "lumo_energy_ev": -0.1,
  "gap_ev": 10.46,
  "relative_energy_kcal_mol": 26.6
}



No. 3
{
  "formula": "C3H6N2O",
  "method": "wB97M-V/def2-TZVPD",
  "symbols": ["O", "N", "C", "C", "N", "C", "H", "H", "H", "H", "H", "H"],
  "xyz": [[1.770, -0.379, 1.645], [1.516, 0.479, 0.577], [0.618, 0.017, -0.185], [-0.320, 0.858, -0.999], [-1.336, 0.295, -0.064], [-0.506, -0.955, 0.058], [2.238, 0.205, 2.256], [-0.454, 0.475, -2.023], [-0.165, 1.937, -0.992], [-2.263, 0.241, -0.476], [-0.641, -1.648, -0.788], [-0.458, -1.525, 0.991]],
  "mulliken_charge": [-0.371, -0.588, 0.736, -0.486, -0.543, -0.449, 0.361, 0.256, 0.304, 0.233, 0.240, 0.307],
  "lumo_energy_ev": 1.0,
  "gap_ev": 10.59,
  "relative_energy_kcal_mol": 94.1
}



No. 4
{
  "formula": "C23H25CeN2O",
  "method": "wB97M-V/def2-TZVPD",
  "symbols": ["C", "C", "C", "H", "C", "C", "H", "C", "C", "C", "H", "C", "C", "H", "H", "H", "H", "H", "H", "Ce", "C", "C", "C", "H", "H", "H", "H", "H", "H", "C", "C", "H", "H", "O", "N", "C", "H", "C", "C", "H", "C", "H", "C", "H", "C", "H", "C", "H", "H", "H", "N", "C"],
  "xyz": [[2.828, -0.095, 3.289], [2.558, -0.808, 2.074], [2.068, 0.131, 1.106], [2.712, -1.874, 1.911], [2.026, 1.424, 1.726], [2.504, 1.284, 3.071], [1.677, 2.336, 1.240], [-1.488, -2.025, 3.158], [-0.301, -2.530, 2.522], [-0.297, -2.066, 1.171], [0.452, -3.173, 2.982], [-1.503, -1.302, 0.947], [-2.195, -1.236, 2.207], [1.779, -0.077, 0.074], [2.617, 2.087, 3.801], [3.253, -0.521, 4.197], [-3.165, -0.751, 2.350], [0.441, -2.309, 0.406], [-1.795, -2.246, 4.181], [0.229, -0.041, 2.845], [-2.216, -1.211, -0.400], [-3.439, -2.169, -0.337], [-1.298, -1.695, -1.526], [-3.156, -3.204, -0.118], [-3.965, -2.167, -1.300], [-4.143, -1.843, 0.439], [-1.020, -2.745, -1.350], [-0.382, -1.097, -1.594], [-1.817, -1.672, -2.493], [-2.900, 0.177, -0.685], [-2.159, 1.449, -1.132], [-3.496, 0.458, 0.195], [-3.613, 0.003, -1.507], [-2.371, 2.537, -0.595], [-1.317, 1.326, -2.205], [-0.433, 2.419, -2.599], [-1.625, 0.726, -2.959], [0.989, 1.932, -2.716], [2.077, 2.626, -2.172], [1.904, 3.592, -1.687], [3.365, 2.082, -2.245], [4.216, 2.622, -1.820], [3.571, 0.848, -2.880], [4.578, 0.435, -2.973], [2.483, 0.151, -3.419], [2.616, -0.813, -3.912], [1.197, 0.704, -3.354], [0.353, 0.176, -3.798], [-0.508, 3.199, -1.843], [-0.772, 2.810, -3.570], [-0.715, 1.251, 6.181], [-0.403, 0.880, 5.114]],
  "mulliken_charge": [-0.394, -0.880, -0.090, 0.506, -0.517, -0.775, 0.509, -0.898, -1.003, -0.635, 0.496, 0.473, -1.071, 0.617, 0.468, 0.468, 0.547, 0.599, 0.530, 0.933, 2.847, -1.821, -2.229, 0.373, 0.498, 0.382, 0.566, 0.285, 0.375, -1.212, 0.270, 0.181, 0.585, -0.672, 0.001, -1.300, 0.330, 0.921, -0.409, 0.421, -0.553, 0.383, -0.505, 0.382, -0.643, 0.387, -0.334, 0.344, 0.508, 0.290, -0.570, 0.038],
  "lumo_energy_ev": [-0.2, -0.1],
  "spin_multiplicity": 2,
  "gap_ev": [8.36, 8.67],
  "s_squared": 0.751,
  "relative_energy_kcal_mol": 41.4
}



No. 5
{
  "formula": "C3H14O4S",
  "method": "wB97M-V/def2-TZVPD",
  "symbols": ["C", "O", "C", "C", "S", "H", "H", "H", "H", "H", "H", "H", "H", "H", "H", "O", "H", "H", "O", "H", "H", "O"],
  "xyz": [[0.034, -0.904, 0.381], [0.476, -1.396, 1.670], [1.128, -0.906, -0.658], [1.045, 0.273, -1.612], [0.039, -0.159, -3.111], [-0.841, -1.493, 0.105], [-0.356, 0.075, 0.617], [0.922, -2.242, 1.567], [2.064, -0.857, -0.144], [1.286, -1.822, -1.233], [2.001, 0.648, -1.966], [0.583, 1.149, -1.159], [-0.746, -1.008, -2.436], [-1.502, 3.020, 1.883], [-2.126, 2.700, 0.547], [-1.339, 3.134, 0.924], [-1.306, -1.536, 2.359], [-2.559, -0.727, 2.675], [-2.149, -1.588, 2.840], [1.188, 0.768, 2.064], [0.991, 2.160, 1.426], [1.566, 1.386, 1.427]],
  "mulliken_charge": [-0.780, -0.196, -0.882, -0.721, -0.270, 0.654, -0.152, 0.175, 0.457, 0.508, 0.390, 0.380, 0.123, 0.519, 0.318, -1.155, 0.279, 0.484, -0.871, 0.301, 0.343, -0.905],
  "lumo_energy_ev": [2.9, 2.9],
  "spin_multiplicity": 2,
  "charge": -1,
  "gap_ev": [2.46, 9.28],
  "s_squared": 0.750,
  "relative_energy_kcal_mol": 0.0
}



No. 6
{
  "formula": "C19H16CoNO6STe",
  "method": "wB97M-V/def2-TZVPD",
  "symbols": ["Co", "O", "C", "C", "C", "N", "C", "C", "C", "O", "O", "C", "O", "O", "H", "H", "H", "C", "C", "O", "S", "C", "C", "C", "C", "C", "C", "C", "C", "H", "H", "H", "H", "H", "H", "H", "C", "Te", "C", "H", "H", "H", "H", "H", "H"],
  "xyz": [[0.120, -0.317, 0.086], [-4.245, -4.331, -0.162], [-3.229, -3.430, -0.139], [-2.461, -3.163, -1.271], [-1.453, -2.231, -1.158], [-1.245, -1.619, -0.003], [-1.954, -1.859, 1.095], [-2.979, -2.777, 1.067], [-1.509, -0.962, 2.262], [-2.008, -1.131, 3.363], [-0.646, -0.077, 1.903], [-0.488, -1.738, -2.248], [-0.524, -2.263, -3.350], [0.254, -0.764, -1.848], [-4.312, -4.709, -1.046], [-2.629, -3.658, -2.220], [-3.567, -2.979, 1.952], [6.874, 5.567, 0.162], [8.184, 5.157, 0.787], [9.134, 5.895, 0.862], [8.343, 3.525, 1.494], [6.760, 2.764, 1.232], [5.733, 2.937, 2.154], [4.495, 2.356, 1.938], [4.249, 1.577, 0.797], [5.303, 1.395, -0.110], [6.541, 1.977, 0.105], [2.970, 0.990, 0.570], [1.876, 0.488, 0.383], [7.073, 6.378, -0.535], [6.214, 5.933, 0.951], [6.368, 4.741, -0.332], [5.908, 3.535, 3.041], [3.694, 2.492, 2.653], [5.130, 0.788, -0.990], [7.344, 1.830, -0.607], [-1.405, 3.126, 0.932], [-1.073, 1.998, -0.850], [-3.010, 1.090, -0.809], [-1.605, 2.430, 1.745], [-2.228, 3.825, 0.799], [-0.489, 3.675, 1.149], [-3.800, 1.819, -0.974], [-3.138, 0.601, 0.155], [-3.033, 0.343, -1.603]],
  "mulliken_charge": [-0.313, -0.540, 1.205, -0.471, 0.026, 0.022, 0.246, -0.633, 0.389, -0.723, -0.496, 0.423, -0.719, -0.536, 0.289, 0.433, 0.557, -0.912, 0.637, -0.567, -0.149, -0.379, -0.138, -0.610, 0.646, -0.557, -0.158, 0.005, -0.759, 0.325, 0.252, 0.308, 0.440, 0.465, 0.460, 0.399, -0.980, 0.336, -1.025, 0.262, 0.333, 0.311, 0.432, 0.212, 0.249],
  "lumo_energy_ev": [2.2, 2.2],
  "spin_multiplicity": 2,
  "charge": -1,
  "gap_ev": [7.05, 7.53],
  "s_squared": 0.757
}



Repeat the third record exactly.
{
  "formula": "C3H6N2O",
  "method": "wB97M-V/def2-TZVPD",
  "symbols": ["O", "N", "C", "C", "N", "C", "H", "H", "H", "H", "H", "H"],
  "xyz": [[1.770, -0.379, 1.645], [1.516, 0.479, 0.577], [0.618, 0.017, -0.185], [-0.320, 0.858, -0.999], [-1.336, 0.295, -0.064], [-0.506, -0.955, 0.058], [2.238, 0.205, 2.256], [-0.454, 0.475, -2.023], [-0.165, 1.937, -0.992], [-2.263, 0.241, -0.476], [-0.641, -1.648, -0.788], [-0.458, -1.525, 0.991]],
  "mulliken_charge": [-0.371, -0.588, 0.736, -0.486, -0.543, -0.449, 0.361, 0.256, 0.304, 0.233, 0.240, 0.307],
  "lumo_energy_ev": 1.0,
  "gap_ev": 10.59,
  "relative_energy_kcal_mol": 94.1
}



Please write out number 4 again, unchanged.
{
  "formula": "C23H25CeN2O",
  "method": "wB97M-V/def2-TZVPD",
  "symbols": ["C", "C", "C", "H", "C", "C", "H", "C", "C", "C", "H", "C", "C", "H", "H", "H", "H", "H", "H", "Ce", "C", "C", "C", "H", "H", "H", "H", "H", "H", "C", "C", "H", "H", "O", "N", "C", "H", "C", "C", "H", "C", "H", "C", "H", "C", "H", "C", "H", "H", "H", "N", "C"],
  "xyz": [[2.828, -0.095, 3.289], [2.558, -0.808, 2.074], [2.068, 0.131, 1.106], [2.712, -1.874, 1.911], [2.026, 1.424, 1.726], [2.504, 1.284, 3.071], [1.677, 2.336, 1.240], [-1.488, -2.025, 3.158], [-0.301, -2.530, 2.522], [-0.297, -2.066, 1.171], [0.452, -3.173, 2.982], [-1.503, -1.302, 0.947], [-2.195, -1.236, 2.207], [1.779, -0.077, 0.074], [2.617, 2.087, 3.801], [3.253, -0.521, 4.197], [-3.165, -0.751, 2.350], [0.441, -2.309, 0.406], [-1.795, -2.246, 4.181], [0.229, -0.041, 2.845], [-2.216, -1.211, -0.400], [-3.439, -2.169, -0.337], [-1.298, -1.695, -1.526], [-3.156, -3.204, -0.118], [-3.965, -2.167, -1.300], [-4.143, -1.843, 0.439], [-1.020, -2.745, -1.350], [-0.382, -1.097, -1.594], [-1.817, -1.672, -2.493], [-2.900, 0.177, -0.685], [-2.159, 1.449, -1.132], [-3.496, 0.458, 0.195], [-3.613, 0.003, -1.507], [-2.371, 2.537, -0.595], [-1.317, 1.326, -2.205], [-0.433, 2.419, -2.599], [-1.625, 0.726, -2.959], [0.989, 1.932, -2.716], [2.077, 2.626, -2.172], [1.904, 3.592, -1.687], [3.365, 2.082, -2.245], [4.216, 2.622, -1.820], [3.571, 0.848, -2.880], [4.578, 0.435, -2.973], [2.483, 0.151, -3.419], [2.616, -0.813, -3.912], [1.197, 0.704, -3.354], [0.353, 0.176, -3.798], [-0.508, 3.199, -1.843], [-0.772, 2.810, -3.570], [-0.715, 1.251, 6.181], [-0.403, 0.880, 5.114]],
  "mulliken_charge": [-0.394, -0.880, -0.090, 0.506, -0.517, -0.775, 0.509, -0.898, -1.003, -0.635, 0.496, 0.473, -1.071, 0.617, 0.468, 0.468, 0.547, 0.599, 0.530, 0.933, 2.847, -1.821, -2.229, 0.373, 0.498, 0.382, 0.566, 0.285, 0.375, -1.212, 0.270, 0.181, 0.585, -0.672, 0.001, -1.300, 0.330, 0.921, -0.409, 0.421, -0.553, 0.383, -0.505, 0.382, -0.643, 0.387, -0.334, 0.344, 0.508, 0.290, -0.570, 0.038],
  "lumo_energy_ev": [-0.2, -0.1],
  "spin_multiplicity": 2,
  "gap_ev": [8.36, 8.67],
  "s_squared": 0.751,
  "relative_energy_kcal_mol": 41.4
}